w:
Below is 3 unconnected molecules or ions with the total composition C3H11NO3, with properties calculated with ωB97M-V/def2-TZVPD.

Values from the calculation:
* molar mass: 109.1 g/mol
* HOMO level: -0.374 Eh
* orbital gap: 10.94 eV
* 2S+1: 1
* total charge: 0

Cartesian coordinates (Å):
C  1.31815  1.11848  -1.28974
C  0.27319  0.41014  -0.36900
C  0.11444  -1.05332  -0.80835
N  1.22163  -1.74934  -1.17034
O  -0.97254  -1.61949  -0.89918
H  2.16262  0.47804  -1.46230
H  1.69773  2.01605  -0.81096
H  0.78687  1.44130  -2.19038
H  0.64267  0.42893  0.67430
H  -0.67941  0.91077  -0.43428
H  2.16225  -1.47734  -0.94326
H  1.27769  -2.61340  -1.68118
H  -1.57772  2.03294  2.90206
H  -1.32393  0.90891  1.93604
O  -0.87686  1.68176  2.34095
H  -2.29193  -1.45211  1.99230
H  -1.82267  -0.85469  0.65653
O  -2.11217  -0.60763  1.55679

Results of the Löwdin charge analysis, in e, for atoms 1 through 4: C -0.079; C -0.146; C -0.513; N 0.154

x:
Below is 3 unconnected molecules or ions with the total composition C3H11NO3, with properties calculated with ωB97M-V/def2-TZVPD.

Values from the calculation:
* molar mass: 109.1 g/mol
* HOMO level: -0.328 Eh
* orbital gap: 9.29 eV
* 2S+1: 1
* total charge: 0

Cartesian coordinates (Å):
C  0.95549  -0.43139  -0.75801
C  1.82911  -1.03339  0.21791
C  1.98206  -0.63224  1.63275
O  3.02737  -0.73101  2.18460
N  -0.28951  -1.19177  -1.09665
H  1.57213  -0.45067  -1.66438
H  0.82370  0.67669  -0.61314
H  2.94263  -0.87417  -0.27692
H  1.58870  -2.12313  0.26296
H  1.16250  -0.49334  2.22813
H  -1.07498  -0.45296  -1.29179
H  -0.55762  -1.91797  -0.50207
H  -3.53933  2.27021  1.72409
H  -3.91946  1.13573  0.77220
O  -3.11754  1.53683  1.14629
H  -1.63099  1.59579  -0.72891
H  -0.41861  1.62614  -1.62549
O  -1.33566  1.49064  -1.61156

Results of the Löwdin charge analysis, in e, for atoms 1 through 4: C -0.329; C -0.192; C -0.291; O 0.067

We find w to be the most stable, with the next structure 254.3 kJ/mol higher.

w:
Below is 2 unconnected molecules or ions with the total composition C3H11N3O, with properties calculated with ωB97M-V/def2-TZVPD.

Values from the calculation:
* molar mass: 105.1 g/mol
* HOMO level (alpha / beta): -0.262 / -0.262 Eh
* orbital gap (alpha / beta): 6.93 / 6.92 eV
* 2S+1: 1
* total charge: 0

Cartesian coordinates (Å):
C  0.55373  0.81127  -0.49643
C  -0.83981  0.97762  -0.87672
C  1.07243  1.38712  0.74812
N  -1.33528  -0.21001  -0.07972
N  1.15372  -2.16654  -1.12725
N  -1.62649  0.11804  1.25189
O  0.71228  -1.60842  0.11232
H  -0.45955  -1.01393  -0.06273
H  1.19732  0.22388  -1.13675
H  1.99857  -2.68901  -0.90345
H  0.46899  -2.87181  -1.40649
H  -1.42189  -0.68204  1.84051
H  -2.60232  0.38430  1.35157
H  -1.32213  1.89279  -0.53520
H  -1.05460  0.79974  -1.92723
H  1.09783  2.48309  0.68699
H  0.35175  1.16321  1.55346
H  2.05543  1.00070  1.00712

Results of the Löwdin charge analysis, in e, for atoms 1 through 4: C -0.049; C -0.196; C -0.072; N -0.098

x:
Below is C3H11N3O in the gas phase, with properties calculated with ωB97M-V/def2-TZVPD.

Values from the calculation:
* molar mass: 105.1 g/mol
* HOMO level: -0.334 Eh
* orbital gap: 10.13 eV
* 2S+1: 1
* total charge: 0

Cartesian coordinates (Å):
C  -2.34228  -0.14823  -0.32463
N  -1.22639  0.68675  0.08663
H  -1.46474  1.66312  -0.07371
H  -0.05059  -1.27384  0.52752
H  -2.12349  -1.17670  -0.03857
H  -2.52836  -0.12848  -1.40683
H  -3.23691  0.18336  0.19922
C  0.80191  -0.55540  0.25441
N  1.32395  0.19179  1.39976
N  1.81655  -1.18946  -0.54498
C  0.02903  0.43724  -0.63607
O  0.75572  1.60739  -0.81412
H  1.20393  1.78328  0.02965
H  1.85359  -0.41577  2.01807
H  0.53840  0.57346  1.91807
H  2.41039  -1.77749  0.02877
H  2.39029  -0.47479  -0.98491
H  -0.15100  0.01378  -1.63826

Results of the Löwdin charge analysis, in e, for atoms 1 through 4: C -0.128; N -0.086; H 0.111; H 0.144

We find x to be the most stable, with the next structure 555.6 kJ/mol higher.

w:
Below is 2 unconnected molecules or ions with the total composition C3H11N3O, with properties calculated with ωB97M-V/def2-TZVPD.

Values from the calculation:
* molar mass: 105.1 g/mol
* HOMO level: -0.300 Eh
* orbital gap: 9.03 eV
* 2S+1: 1
* total charge: 0

Cartesian coordinates (Å):
C  0.97727  2.10521  0.02820
N  0.78841  0.77878  -0.54277
C  -0.55575  0.22894  -0.91874
N  -1.60014  1.05964  -0.51851
O  -0.63404  -0.44427  -1.94175
H  1.42087  0.56804  -1.30801
H  -2.47505  0.75507  -0.92422
H  -1.66679  1.21828  0.47797
H  0.56257  2.87614  -0.62404
H  0.47261  2.15687  0.99489
H  2.04531  2.27905  0.17525
C  0.24122  -2.49470  0.66651
N  -0.16005  -1.10330  0.84244
H  -1.12771  -1.09276  1.16370
H  0.68425  -0.31804  0.56567
H  0.53299  -2.66004  -0.37258
H  1.07509  -2.73602  1.33178
H  -0.58106  -3.17689  0.90421

Results of the Löwdin charge analysis, in e, for atoms 1 through 4: C -0.106; N -0.089; C -0.608; N 0.141

x:
Below is 2 unconnected molecules or ions with the total composition C3H11N3O, with properties calculated with ωB97M-V/def2-TZVPD.

Values from the calculation:
* molar mass: 105.1 g/mol
* HOMO level: -0.251 Eh
* orbital gap: 7.35 eV
* 2S+1: 1
* total charge: 0

Cartesian coordinates (Å):
N  1.69579  1.82448  0.62779
C  1.94459  1.04197  -0.61318
O  1.48143  -0.24351  -0.62627
H  1.75626  1.20014  1.45819
H  2.44977  2.55303  0.74657
H  1.52933  1.60747  -1.45801
H  2.99260  1.08585  -0.77866
C  -2.23343  0.82100  0.53807
N  -0.41025  -2.15132  -0.51720
C  -0.77217  -0.97649  -0.04922
N  -1.93186  -0.65245  0.55925
H  -1.79419  1.34089  -0.30186
H  -1.89540  1.29773  1.47381
H  -3.30057  0.99094  0.55185
H  -0.68954  -3.03817  -0.10869
H  0.60194  -2.08397  -0.78338
H  0.07567  -0.20178  0.03508
H  -2.68706  -1.26791  0.23232

Results of the Löwdin charge analysis, in e, for atoms 1 through 4: N -0.044; C -0.523; O -0.347; H 0.055

y:
Below is 2 unconnected molecules or ions with the total composition C3H11N3O, with properties calculated with ωB97M-V/def2-TZVPD.

Values from the calculation:
* molar mass: 105.1 g/mol
* HOMO level (alpha / beta): -0.339 / -0.292 Eh
* orbital gap (alpha / beta): 10.11 / 8.24 eV
* 2S+1: 1
* total charge: 0

Cartesian coordinates (Å):
C  -0.37007  -1.22395  -0.48336
C  0.58800  2.57181  1.57948
C  1.12774  -1.17780  -0.74585
N  -0.96793  0.12194  -0.59485
N  -0.19555  1.57100  0.89464
N  -1.03552  -2.06539  -1.46772
O  -1.99413  0.42746  0.04768
H  -0.69093  0.70568  -1.38839
H  -0.22080  0.74284  1.49092
H  -0.57475  -1.51175  0.55589
H  -0.55554  -2.95055  -1.58899
H  -1.99526  -2.25276  -1.20222
H  1.62810  2.25817  1.77226
H  0.59866  3.50072  1.00621
H  0.16000  2.80981  2.56629
H  1.32647  -0.82042  -1.75868
H  1.62085  -0.52608  -0.02627
H  1.55065  -2.18073  -0.65706

Results of the Löwdin charge analysis, in e, for atoms 1 through 4: C -0.445; C -0.206; C -0.050; N -0.199

z:
Below is 2 unconnected molecules or ions with the total composition C3H11N3O, with properties calculated with ωB97M-V/def2-TZVPD.

Values from the calculation:
* molar mass: 105.1 g/mol
* HOMO level: -0.319 Eh
* orbital gap: 9.59 eV
* 2S+1: 1
* total charge: 0

Cartesian coordinates (Å):
N  -1.34562  1.17184  -0.36039
C  -2.26112  0.07348  -0.32221
O  -3.50155  0.47919  0.26202
H  -1.74941  1.94485  -0.88020
H  -1.17118  1.50368  0.59007
H  -2.42970  -0.28684  -1.34059
H  -1.80942  -0.72949  0.26621
H  -4.11231  -0.26471  0.22912
C  1.97334  -0.80643  -1.19765
N  1.59774  0.11354  -0.14226
C  1.96174  -0.15849  1.14507
N  1.30760  0.29651  2.13994
H  1.89869  -0.30585  -2.16147
H  3.00618  -1.11160  -1.05534
H  1.34243  -1.70068  -1.22657
H  0.66822  0.52412  -0.18527
H  2.86262  -0.77297  1.23246
H  1.76176  0.02985  3.00706

Results of the Löwdin charge analysis, in e, for atoms 1 through 4: N 0.012; C -0.358; O -0.070; H 0.083

We find z to be the most stable, with the next structure 114.7 kJ/mol higher.

w:
Below is a molecular structure, C3H2BrCl, with properties calculated with ωB97M-V/def2-TZVPD.

Values from the calculation:
* molar mass: 153.4 g/mol
* HOMO level: -0.383 Eh
* orbital gap: 10.61 eV
* 2S+1: 1
* total charge: 0

Cartesian coordinates (Å):
C  1.79155  -0.56932  0.73830
C  0.75792  -0.27360  0.22422
C  -0.97935  0.36820  -0.54279
Cl  -1.26102  1.92564  0.14554
Br  -2.26142  -0.97012  -0.12712
H  2.70416  -0.87134  1.16386
H  -0.75184  0.39055  -1.60201

Results of the Löwdin charge analysis, in e, for atoms 1 through 4: C -0.008; C -0.107; C -1.124; Cl 0.571

x:
Below is 2 unconnected molecules or ions with the total composition C3H2BrCl, with properties calculated with ωB97M-V/def2-TZVPD.

Values from the calculation:
* molar mass: 153.4 g/mol
* HOMO level: -0.355 Eh
* orbital gap: 9.43 eV
* 2S+1: 1
* total charge: 0

Cartesian coordinates (Å):
C  0.43191  0.09546  -0.75573
C  1.33377  -0.57125  -1.19356
C  -0.91590  0.48347  0.79669
Cl  -1.90030  -0.83402  1.21811
Br  2.75057  -1.28404  -2.09858
H  -1.52704  1.35138  0.34479
H  -0.17301  0.75899  1.68828

Results of the Löwdin charge analysis, in e, for atoms 1 through 4: C -0.065; C -0.781; C -0.577; Cl 0.580

y:
Below is C3H2BrCl in the gas phase, with properties calculated with ωB97M-V/def2-TZVPD.

Values from the calculation:
* molar mass: 153.4 g/mol
* HOMO level: -0.312 Eh
* orbital gap: 7.23 eV
* 2S+1: 1
* total charge: 0

Cartesian coordinates (Å):
C  -0.76610  0.71549  -0.53201
C  1.30781  -0.43767  0.10182
C  -0.25921  -0.51185  0.24049
Cl  -1.23250  1.92468  0.55250
Br  1.96442  0.18512  -1.50935
H  -0.57579  -0.35248  1.26991
H  -0.43864  -1.52328  -0.12335

Results of the Löwdin charge analysis, in e, for atoms 1 through 4: C -0.558; C -0.449; C -0.476; Cl 0.626

We find w to be the most stable, with the next structure 73.9 kJ/mol higher.